[1]
C38H39GeN7O5Rb | ωB97M-V/def2-TZVPD

Structure (XYZ):
```
91
Properties=species:S:1:pos:R:3:forces:R:3
Rb -0.424 -0.095 2.383 0.5 -0.4 0.0
O 0.951 -2.711 -0.061 1.6 0.1 1.2
C 1.494 -2.828 1.086 -0.9 0.1 -0.6
N 0.756 -3.065 2.155 -0.2 1.4 -2.1
C 1.044 -3.697 3.274 -1.1 -0.5 3.4
C 2.048 -4.649 3.446 0.4 0.7 -1.3
C 2.130 -5.418 4.563 -1.5 0.0 2.2
C 1.285 -5.199 5.670 1.3 -1.3 0.4
C 0.340 -4.211 5.623 -1.0 0.9 0.0
C 0.074 -3.515 4.428 2.9 -2.0 -0.1
N -0.922 -2.673 4.292 -4.2 3.4 -1.3
C -2.131 -2.614 4.923 3.8 -0.7 -0.5
O -2.508 -3.276 5.895 -0.5 -1.0 0.7
C -3.058 -1.501 4.587 -1.9 1.0 0.5
C -4.325 -1.559 5.271 1.3 -0.9 -1.8
C -5.159 -0.505 5.254 0.4 2.0 0.3
C -4.630 0.729 4.832 0.2 -0.1 -0.4
C -3.413 0.700 4.136 -2.0 1.6 0.1
N -2.744 -0.398 3.894 1.3 -1.2 0.8
C 3.034 -2.510 1.148 0.4 0.8 0.0
C 3.790 -2.688 -0.016 -0.3 0.1 0.8
C 5.125 -2.276 -0.005 -0.2 -0.4 -1.7
C 5.689 -1.606 1.054 -1.0 -0.6 0.7
C 4.847 -1.413 2.138 -0.3 0.3 0.7
N 3.600 -1.859 2.203 -1.2 -0.5 -0.5
H 2.798 -4.783 2.654 -0.5 -0.1 0.1
H 2.721 -6.278 4.599 1.3 -1.1 0.0
H 1.375 -5.842 6.585 0.0 0.6 -0.9
H -0.261 -3.926 6.501 0.2 -0.5 -0.6
H -4.697 -2.483 5.633 0.2 -0.8 0.5
H -6.117 -0.595 5.714 -0.6 0.2 0.1
H -5.131 1.680 4.997 0.0 -0.2 -0.1
H -3.071 1.672 3.712 0.1 -0.9 0.1
H 3.225 -3.111 -0.845 0.6 0.1 -0.1
H 5.704 -2.428 -0.919 0.0 0.0 0.2
H 6.716 -1.348 1.119 0.7 0.4 -0.2
H 5.143 -0.830 3.029 0.2 -0.4 -0.5
C 2.336 0.036 4.543 0.8 -1.5 -1.0
O 2.353 1.430 4.177 -0.5 0.5 0.8
C 1.294 2.169 4.599 0.5 -0.1 -0.6
O 0.173 1.718 4.807 1.1 1.1 0.1
N 1.694 3.494 4.708 0.1 -1.3 0.0
N 0.646 4.442 4.760 0.0 0.6 -0.1
H 2.304 -0.567 3.574 0.1 0.6 1.5
H 1.506 -0.233 5.204 0.1 0.2 -0.3
H 3.312 -0.207 5.058 -1.0 0.4 -0.6
H 2.541 3.789 4.213 -0.8 -0.4 0.2
H -0.084 3.969 5.290 0.0 0.3 0.0
H 1.018 5.225 5.302 -0.4 -0.4 0.1
C 1.272 1.370 -6.338 0.8 0.4 1.0
Ge 0.529 1.347 -4.489 -2.4 0.1 -1.3
C 0.682 3.167 -3.689 1.2 1.4 -1.4
C 0.201 4.392 -4.358 1.1 -2.1 2.5
C 0.435 5.638 -3.790 -0.1 -2.0 0.9
C 1.201 5.669 -2.592 -0.2 2.3 -0.5
C 1.863 4.583 -2.098 -0.2 -0.8 -0.5
C 1.601 3.320 -2.674 -0.5 0.7 0.8
C -1.398 1.012 -4.640 0.4 0.8 0.1
C -1.926 0.544 -3.423 -2.2 -0.7 -0.8
C -3.275 0.100 -3.398 1.9 -0.2 2.5
C -4.124 0.283 -4.435 -1.6 0.3 -2.3
C -3.691 0.852 -5.661 1.9 -0.3 0.2
C -4.471 0.850 -6.838 -1.1 -0.7 2.4
C -4.057 1.382 -8.008 1.2 0.8 -2.4
C -2.732 1.870 -8.108 -1.9 -0.6 0.4
C -1.923 1.817 -6.982 1.8 1.6 -0.3
C -2.292 1.280 -5.756 -0.8 -1.1 0.9
H 0.607 0.904 -7.062 0.0 0.2 0.2
H 2.216 0.838 -6.281 0.2 -0.1 -0.3
H 1.524 2.420 -6.560 -0.3 -0.4 -0.3
H -0.430 4.181 -5.167 -0.9 0.4 -1.3
H -0.115 6.475 -4.161 0.1 0.7 -0.1
H 1.285 6.652 -2.069 0.1 -0.8 -0.5
H 2.585 4.704 -1.307 -0.1 -0.1 0.3
H 1.977 2.429 -2.214 0.5 -0.3 0.2
H -1.325 0.480 -2.539 0.3 -0.4 0.3
H -3.619 -0.481 -2.523 0.1 0.6 -0.2
H -5.187 0.004 -4.432 0.4 -0.2 0.4
H -5.421 0.343 -6.666 -0.2 0.3 -0.6
H -4.723 1.419 -8.894 0.5 -0.2 0.6
H -2.385 2.245 -9.041 0.3 0.4 -0.5
H -0.956 2.367 -7.022 -0.6 -0.7 -0.1
C 2.014 -0.929 -4.250 0.5 0.1 -0.4
O 1.271 0.007 -3.474 0.5 0.6 -0.9
H 1.418 -1.443 -5.024 -0.1 0.1 0.4
H 2.468 -1.690 -3.610 -0.3 0.1 0.3
H 2.873 -0.489 -4.813 -0.5 0.1 0.5
N -2.012 -1.747 0.776 -1.1 0.3 -0.5
H -2.146 -2.085 -0.196 0.1 0.2 1.2
H -2.835 -1.898 1.361 -0.3 0.2 -0.7
H -1.370 -2.338 1.256 1.3 -1.0 -0.1
```
Forces are in eV/Å.

Summary:
* total charge: -2
* 2S+1: 2
* LUMO (alpha / beta): 3.0 / 3.0 eV
* HOMO level (alpha / beta): 1.07 / -1.06 eV
* energy above the lowest of the compared OMol25 structures with the same formula, charge and spin: 4.28 kcal/mol
* E: -4331.86971 Eh
* HOMO-LUMO gap (alpha / beta): 2.0 / 4.1 eV

***

[2]
C3H5FeO4 | ωB97M-V/def2-TZVPD

Structure (XYZ):
```
13
Properties=species:S:1:pos:R:3:forces:R:3
O 1.047 0.827 -0.246 1.4 -0.8 -0.7
C 1.638 -0.310 -0.150 -3.5 1.0 1.7
C -0.584 0.573 -0.010 -0.8 -0.6 0.0
O 2.863 -0.479 -0.099 1.0 -0.8 -0.4
O 0.832 -1.308 0.147 1.2 -0.6 -0.6
C -0.550 -0.955 -0.081 -0.8 0.6 0.1
Fe 4.404 0.545 -0.182 0.7 0.5 0.0
H -0.927 1.033 -0.944 -0.2 0.3 1.2
H -0.656 0.950 1.017 -0.4 0.3 -1.0
H -0.837 -1.333 -1.067 0.0 0.1 0.3
H -1.151 -1.419 0.705 0.1 0.2 -0.3
O -2.927 0.472 0.425 1.2 -0.5 -0.2
H -3.151 1.404 0.484 0.0 0.1 0.0
```
Forces are in eV/Å.

Summary:
* 2S+1: 6
* LUMO (alpha / beta): -0.7 / -2.7 eV
* HOMO level (alpha / beta): -6.80 / -6.77 eV
* energy above the lowest of the compared OMol25 structures with the same formula, charge and spin: 79.45 kcal/mol
* E: -1681.77996 Eh
* HOMO-LUMO gap (alpha / beta): 6.1 / 4.1 eV